1.
Density functional theory data (wB97M-V/def2-TZVPD) for C48H43As2BFeN6OS3 as an isolated structure.

Geometry as XYZ:
```
105
Properties=species:S:1:pos:R:3:lowdin_charge:R:1
Fe -0.358 -0.609 0.993 0.95
C 3.190 -2.934 1.720 -0.02
C 2.544 -1.881 1.079 -0.12
N 1.390 -1.621 1.694 -0.03
N 1.261 -2.494 2.710 -0.02
C 2.336 -3.289 2.750 -0.05
B 0.112 -2.368 3.726 -0.54
N -1.275 -2.581 3.080 -0.06
C -2.249 -3.378 3.537 -0.07
C -3.431 -3.047 2.901 -0.03
C -3.084 -2.005 2.045 -0.16
N -1.784 -1.735 2.158 -0.03
N 0.103 -0.923 4.219 -0.03
C 0.151 -0.481 5.485 -0.05
C -0.046 0.882 5.471 -0.03
C -0.212 1.188 4.120 -0.16
N -0.118 0.093 3.366 0.00
H 4.147 -3.364 1.482 0.11
H 2.845 -1.293 0.225 0.11
H 2.437 -4.055 3.501 0.13
H 0.259 -3.133 4.631 0.13
H -2.049 -4.118 4.294 0.13
H -4.404 -3.479 3.053 0.11
H -3.709 -1.439 1.377 0.09
H 0.325 -1.158 6.305 0.13
H -0.088 1.557 6.308 0.10
H -0.390 2.148 3.684 0.04
C 0.687 3.232 -1.182 -0.43
C -0.670 3.402 -0.525 -0.40
As -0.825 2.192 1.031 1.28
C 0.778 2.929 1.857 -0.43
C 1.890 2.105 2.017 -0.15
C 3.041 2.587 2.622 -0.06
C 3.086 3.899 3.070 -0.06
C 1.996 4.737 2.876 -0.06
C 0.848 4.258 2.262 -0.11
C -2.330 3.103 1.871 -0.38
C -3.523 3.070 1.149 -0.12
C -4.654 3.712 1.625 -0.07
C -4.608 4.383 2.839 -0.07
C -3.432 4.398 3.575 -0.06
C -2.299 3.753 3.099 -0.11
As 0.978 1.354 -1.718 1.29
C -0.444 1.461 -3.051 -0.40
C -0.372 2.369 -4.108 -0.12
C -1.430 2.502 -4.994 -0.07
C -2.574 1.731 -4.835 -0.07
C -2.668 0.850 -3.769 -0.08
C -1.611 0.727 -2.876 -0.14
C 2.644 1.743 -2.658 -0.40
C 2.820 1.798 -4.033 -0.11
C 4.059 2.138 -4.561 -0.07
C 5.136 2.388 -3.724 -0.08
C 4.972 2.312 -2.347 -0.08
C 3.731 1.991 -1.820 -0.13
H 1.480 3.546 -0.504 0.06
H 0.771 3.826 -2.092 0.08
H -1.492 3.248 -1.224 0.07
H -0.763 4.406 -0.110 0.08
H 1.849 1.073 1.688 0.06
H 3.895 1.935 2.748 0.11
H 3.974 4.272 3.565 0.11
H 2.039 5.768 3.205 0.11
H 0.007 4.921 2.103 0.11
H -3.565 2.538 0.203 0.10
H -5.569 3.692 1.048 0.11
H -5.488 4.891 3.212 0.11
H -3.394 4.915 4.525 0.11
H -1.398 3.776 3.696 0.09
H 0.506 2.990 -4.228 0.09
H -1.363 3.208 -5.813 0.11
H -3.395 1.824 -5.535 0.11
H -3.558 0.248 -3.639 0.10
H -1.697 0.050 -2.038 0.05
H 2.003 1.571 -4.701 0.09
H 4.182 2.202 -5.635 0.11
H 6.104 2.633 -4.141 0.11
H 5.808 2.501 -1.686 0.11
H 3.601 1.935 -0.742 0.09
O -0.352 -1.753 -0.529 -0.30
C -0.356 -2.863 -1.405 -0.52
C -1.784 -3.234 -1.841 -0.51
C -2.153 -4.246 -2.677 -0.14
C -3.562 -4.360 -2.823 -0.16
C -4.238 -3.452 -2.074 -0.39
S -3.166 -2.450 -1.194 1.04
C 0.147 -4.147 -0.726 -0.45
C 0.920 -5.149 -1.235 -0.11
C 1.013 -6.275 -0.368 -0.16
C 0.295 -6.112 0.770 -0.38
S -0.507 -4.599 0.798 1.09
C 0.530 -2.619 -2.625 -0.46
C 1.893 -2.678 -2.665 -0.14
C 2.417 -2.596 -3.981 -0.17
C 1.441 -2.438 -4.915 -0.39
S -0.115 -2.386 -4.208 1.08
H -1.448 -4.897 -3.173 0.12
H -4.040 -5.090 -3.461 0.11
H -5.306 -3.316 -1.993 0.07
H 1.415 -5.103 -2.194 0.12
H 1.590 -7.160 -0.598 0.11
H 0.184 -6.799 1.596 0.07
H 2.508 -2.827 -1.787 0.11
H 3.470 -2.665 -4.215 0.11
H 1.539 -2.357 -5.987 0.07
```

Summary:
Charge   +1
Max |F|   1.81 eV/A
Spin multiplicity   6
LUMO (spin up / spin down)   -1.692 / -4.445 eV
HOMO-LUMO gap (spin up / spin down)   0.3187 / 0.2172 Ha
Highest occupied orbital energy (spin up / spin down)   -0.381 / -0.381 Eh

2.
Density functional theory data (wB97M-V/def2-TZVPD) for C48H43Cl5N7O3SSiY as an isolated structure.

Geometry as XYZ:
```
109
Properties=species:S:1:pos:R:3:lowdin_charge:R:1
Y -0.379 -0.170 -0.379 1.47
Cl -5.513 5.347 0.196 0.65
C -4.129 4.344 -0.132 -0.68
C -4.233 2.970 0.003 -0.13
C -3.111 2.205 -0.248 -0.53
Cl -3.212 0.465 -0.132 0.83
C -1.856 2.730 -0.615 -0.48
O -0.816 1.975 -0.772 -0.29
C -1.840 4.127 -0.786 -0.56
Cl -0.370 4.877 -1.335 0.73
C -2.942 4.926 -0.540 -0.13
H -5.166 2.504 0.285 0.11
H -2.872 5.996 -0.672 0.11
C -1.437 -1.588 5.675 -0.05
N -1.594 -0.592 4.638 -0.13
C -2.814 -0.135 4.167 -0.05
C -2.567 0.874 3.320 -0.06
N -1.186 1.022 3.252 -0.01
C -0.568 0.120 4.090 -0.78
S 1.051 -0.036 4.439 0.59
C -0.557 2.160 2.692 -0.30
C -1.075 3.414 2.999 0.02
C -0.423 4.527 2.503 -0.05
C 0.730 4.346 1.757 -0.08
C 1.140 3.053 1.492 -0.13
N 0.497 1.966 1.916 0.13
H -2.078 -2.444 5.467 0.09
H -1.693 -1.168 6.648 0.10
H -0.394 -1.897 5.688 0.05
H -3.743 -0.594 4.454 0.13
H -3.230 1.456 2.704 0.11
H -1.942 3.510 3.636 0.12
H -0.799 5.519 2.717 0.12
H 1.290 5.183 1.366 0.10
H 2.024 2.872 0.894 0.10
C 3.315 2.402 -1.853 -0.04
C 4.380 1.523 -1.900 -0.04
C 4.177 0.202 -1.538 0.00
C 2.912 -0.201 -1.134 -0.21
N 1.889 0.660 -1.061 0.06
C 2.085 1.927 -1.428 -0.15
C 2.632 -1.608 -0.734 -0.21
C 3.471 -2.656 -1.082 0.00
C 3.182 -3.931 -0.619 -0.04
C 2.076 -4.120 0.188 -0.02
C 1.271 -3.026 0.461 -0.09
N 1.525 -1.804 -0.005 0.06
H 3.420 3.439 -2.140 0.12
H 5.361 1.856 -2.214 0.12
H 4.997 -0.500 -1.550 0.11
H 1.213 2.566 -1.372 0.06
H 4.328 -2.486 -1.716 0.11
H 3.820 -4.762 -0.887 0.11
H 1.814 -5.088 0.594 0.12
H 0.391 -3.130 1.078 0.09
C -0.823 1.950 -3.952 -0.17
Si -0.239 0.173 -3.974 0.40
C -1.068 -0.669 -5.435 -0.17
C 1.615 0.184 -4.366 -0.16
N -0.551 -0.692 -2.494 -0.23
C -1.279 -1.898 -2.653 -0.44
C -0.632 -3.129 -2.524 -0.05
C -1.320 -4.323 -2.670 -0.10
C -2.680 -4.318 -2.945 -0.10
C -3.339 -3.101 -3.075 -0.08
C -2.650 -1.909 -2.934 -0.08
H -0.657 2.382 -4.944 0.04
H -0.298 2.565 -3.223 -0.01
H -1.892 2.014 -3.733 0.04
H -0.612 -0.299 -6.357 0.03
H -2.136 -0.455 -5.484 0.03
H -0.953 -1.754 -5.412 0.03
H 1.768 0.068 -5.442 0.03
H 2.126 -0.647 -3.876 0.02
H 2.109 1.111 -4.071 0.01
H 0.437 -3.132 -2.338 0.10
H -0.790 -5.261 -2.577 0.06
H -3.220 -5.249 -3.066 0.09
H -4.401 -3.081 -3.286 0.10
H -3.169 -0.962 -3.029 0.11
Cl -1.575 -7.526 -1.190 0.75
C -3.266 -7.285 -0.877 -0.58
C -4.153 -8.142 -1.510 -0.11
C -5.515 -7.926 -1.409 -0.08
C -5.988 -6.851 -0.675 -0.11
C -5.090 -6.027 -0.022 -0.57
Cl -5.717 -4.695 0.898 0.72
C -3.701 -6.220 -0.081 -0.29
N -2.860 -5.318 0.570 0.08
C -1.971 -5.588 1.595 -0.20
C -1.533 -6.875 1.913 -0.06
C -0.558 -7.074 2.877 -0.09
C -0.009 -6.003 3.563 -0.10
C -0.526 -4.736 3.331 -0.05
C -1.528 -4.513 2.395 -0.15
C -2.230 -3.173 2.385 -0.04
C -1.924 -2.267 1.209 -0.65
O -2.470 -2.462 0.117 -0.02
O -1.083 -1.319 1.410 -0.20
H -3.759 -8.953 -2.106 0.10
H -6.207 -8.586 -1.913 0.11
H -7.046 -6.648 -0.591 0.10
H -3.005 -4.334 0.343 0.09
H -1.949 -7.728 1.399 0.08
H -0.227 -8.084 3.087 0.10
H 0.767 -6.153 4.302 0.10
H -0.175 -3.893 3.915 0.11
H -1.956 -2.647 3.293 0.08
H -3.312 -3.340 2.389 0.12
```

Summary:
Charge   0
Max |F|   0.49 eV/A
Relative energy (zero: lowest compared OMol25 entry of this formula, charge and spin)   0.369 eV
Spin multiplicity   1
LUMO   -0.602 eV
HOMO-LUMO gap   0.2525 Ha
Highest occupied orbital energy   -0.275 Eh